The following is a DFT calculation (ωB97M-V/def2-TZVPD) of C22H44CoN3OP3Se as an isolated structure in a non-equilibrium geometry.

```
75
C22H44CoN3OP3Se (ωB97M-V/def2-TZVPD)
Co -0.28368 -0.28751 0.36742
P -0.21104 1.97713 1.73219
P -2.27508 0.29672 -0.00208
P 1.85674 0.07109 0.16147
H -1.81227 -2.14665 -3.09049
C -0.93702 -2.66374 -2.66780
C -0.22833 -2.32207 -1.59010
H -0.40245 -1.43371 -0.96396
C 0.18437 3.54148 0.83768
C -1.64976 2.63052 2.69122
C 1.04758 2.04103 3.07660
C -2.90326 -0.80822 -1.29313
C -3.53564 -0.00751 1.30373
C -2.73400 1.91927 -0.73218
C 2.40545 -0.95015 -1.24754
C 2.84720 -0.60928 1.55864
C 2.75353 1.62588 -0.22638
H -0.62198 -3.54800 -3.23873
H 0.57094 -3.01548 -1.38663
H 0.08236 4.40260 1.51921
H -0.49468 3.67539 -0.01422
H 1.20057 3.52875 0.43069
H -1.48192 3.69346 2.92649
H -1.76777 2.07926 3.63193
H -2.58226 2.57928 2.11872
H 0.92232 2.95764 3.67163
H 2.06811 2.04200 2.67994
H 0.91949 1.17544 3.73923
H -3.99634 -0.77467 -1.32418
H -2.56098 -1.82570 -1.07417
H -2.48911 -0.49398 -2.25656
H -4.50369 -0.18464 0.81365
H -3.64727 0.83948 1.99047
H -3.26136 -0.90537 1.87446
H -3.74023 1.83532 -1.17200
H -2.01845 2.18520 -1.52582
H -2.74290 2.73097 0.00465
H 3.48239 -0.81948 -1.40264
H 1.86023 -0.64335 -2.15101
H 2.18866 -2.00166 -1.03642
H 3.80663 -0.07796 1.61833
H 3.06083 -1.66814 1.36206
H 2.31751 -0.50723 2.51620
H 3.76352 1.36216 -0.57442
H 2.86592 2.27016 0.65469
H 2.24206 2.16591 -1.03653
C 0.24269 2.12316 -4.24487
C 0.13617 0.78025 -3.83119
C 0.31192 -0.23672 -4.77051
C 0.56563 0.06627 -6.11287
C 0.65520 1.40464 -6.51879
C 0.48418 2.43410 -5.59246
Se 0.01409 3.51034 -2.97384
H 1.46681 3.59021 -2.70446
H -0.07024 0.55910 -2.77825
H 0.24255 -1.27564 -4.45389
H 0.69395 -0.73463 -6.83576
H 0.86006 1.64191 -7.55741
H 0.55007 3.48247 -5.89213
C 1.27063 -4.77003 2.19377
N 0.70459 -3.53431 2.73657
C 0.92542 -3.17928 4.02866
C 0.34264 -2.04311 4.51921
C -0.35969 -1.22790 3.60813
N -0.26941 -1.41651 2.27360
C 0.10070 -2.68058 1.83481
O -0.06811 -3.06536 0.66914
N -1.17109 -0.24377 4.10169
H 0.65252 -5.11162 1.36301
H 1.32194 -5.50842 2.99800
H 2.28510 -4.58495 1.81943
H 1.50493 -3.89292 4.60647
H 0.36882 -1.77469 5.56769
H -1.32261 -0.23615 5.11036
H -2.00439 -0.00751 3.56165
```

Values from the calculation:
Highest occupied orbital energy (spin up / spin down) (Ha): -0.60574 / -0.62518
Total charge: +3
Energy above the lowest of the compared OMol25 structures with the same formula, charge and spin (eV): 1.231
Orbital gap (spin up / spin down) (eV): 8.21 / 4.16
Spin multiplicity: 5


The following is a DFT calculation (ωB97M-V/def2-TZVPD) of a 2-piece molecular cluster, C2H7N5O overall in a non-equilibrium geometry.

```
15
C2H7N5O (ωB97M-V/def2-TZVPD)
C -0.14955 0.16219 -0.25859
C 1.79718 -0.90316 -1.26576
H -3.00301 1.21031 0.81626
H -1.34101 2.20177 1.46455
H -0.61635 1.77883 -1.58819
H 0.54516 -1.21460 0.83684
H -1.85870 -0.34992 1.91712
H 2.26649 -0.73379 -2.36487
H 3.01034 -2.00530 -0.33148
N -1.99064 1.85269 0.46697
N -0.99961 1.28263 -0.65479
N -0.36583 -0.66639 0.70046
N 0.67792 0.06490 -1.22235
N 2.00180 -1.71839 -0.38602
O -0.51927 -0.26870 2.00824
```

Values from the calculation:
Highest occupied orbital energy (Ha): -0.32018
Energy above the lowest of the compared OMol25 structures with the same formula, charge and spin (eV): 8.777
Orbital gap (eV): 8.39
Spin multiplicity: 1


The following is a DFT calculation (ωB97M-V/def2-TZVPD) of C46H38FHfN4SSb2 as an isolated structure.

```
93
C46H38FHfN4SSb2 (ωB97M-V/def2-TZVPD)
Hf 0.42721 0.17369 0.81243
S 6.51144 -4.36600 -0.72980
N 6.29401 -3.27172 0.42752
C 5.12247 -2.69797 0.19228
C 4.53254 -1.64163 0.98178
C 5.17862 -1.03518 2.06565
C 4.55085 0.00746 2.71164
C 3.28164 0.38715 2.30374
N 2.62293 -0.20310 1.29569
C 3.26844 -1.18646 0.61061
C 2.60939 -1.68375 -0.58690
N 1.43518 -1.09202 -0.91320
C 0.86835 -1.44464 -2.06771
C 1.39126 -2.40798 -2.91830
C 2.56402 -3.04052 -2.57063
C 3.20367 -2.66258 -1.38543
C 4.47285 -3.20009 -0.95456
N 5.15667 -4.15534 -1.56932
H 6.16391 -1.37746 2.35671
H 5.02461 0.53357 3.52815
H 2.77733 1.20127 2.79691
H -0.04186 -0.92606 -2.33503
H 0.87880 -2.64391 -3.84035
H 3.01257 -3.79853 -3.20032
C -1.48959 1.31008 -3.01229
C -2.81353 0.61444 -2.68540
C -2.72262 -0.85667 -2.26802
Sb -2.08945 -1.12912 -0.24392
C -3.86506 -1.10622 0.86254
C -4.51444 0.10208 1.10925
C -5.67397 0.11305 1.87199
C -6.17528 -1.07559 2.38681
C -5.52753 -2.27841 2.13835
C -4.36713 -2.30042 1.37568
C -1.25099 -3.03805 0.01330
C -1.47103 -4.15421 -0.78399
C -0.75653 -5.32321 -0.54288
C 0.17793 -5.38040 0.48214
C 0.40733 -4.27028 1.28844
C -0.31005 -3.10890 1.04578
Sb -0.18418 2.00759 -1.44884
C 1.49213 2.61914 -2.55141
C 1.36927 3.73180 -3.38037
C 2.45590 4.13916 -4.14072
C 3.65593 3.44488 -4.06943
C 3.78110 2.34133 -3.23699
C 2.69812 1.92626 -2.47502
C -1.07863 3.81133 -0.86917
C -0.29080 4.75256 -0.20872
C -0.84015 5.96966 0.16558
C -2.17343 6.24312 -0.11474
C -2.95778 5.30747 -0.77283
C -2.41358 4.08699 -1.15262
H -1.68675 2.24073 -3.54987
H -0.87312 0.70514 -3.68078
H -3.42750 0.65250 -3.58880
H -3.37779 1.17935 -1.93724
H -2.07315 -1.42937 -2.93230
H -3.71020 -1.31744 -2.30649
H -4.13660 1.03886 0.70890
H -6.18758 1.04576 2.06248
H -7.07888 -1.06417 2.98120
H -5.92850 -3.20140 2.53513
H -3.86803 -3.24377 1.18727
H -2.20112 -4.13069 -1.58430
H -0.93839 -6.19788 -1.15334
H 0.71775 -6.29965 0.66663
H 1.11343 -4.32501 2.10678
H -0.18064 -2.26627 1.74368
H 0.44241 4.29213 -3.43036
H 2.36782 5.00157 -4.78752
H 4.49997 3.76942 -4.66289
H 4.72241 1.81083 -3.18145
H 2.80247 1.06442 -1.82325
H 0.75826 4.55839 -0.00936
H -0.22805 6.70909 0.66389
H -2.59867 7.19537 0.17220
H -3.99131 5.53015 -1.00160
H -3.03626 3.37928 -1.68666
F -1.47312 -2.02675 5.44909
C -1.04540 -1.04269 4.67533
C 0.15361 -0.41052 4.99900
C 0.62709 0.60997 4.20195
C -0.09358 1.05056 3.07170
C 0.36627 2.02451 2.05663
C -1.31053 0.38551 2.79608
C -1.80159 -0.65304 3.59279
H 0.68478 -0.71956 5.89010
H 1.53488 1.12110 4.49371
H 1.24987 2.60759 2.30242
H -0.43374 2.68962 1.72457
H -1.97693 0.80969 2.04501
H -2.76244 -1.11094 3.39560
```

Values from the calculation:
Highest occupied orbital energy (Ha): -0.59046
Total charge: +3
Orbital gap (eV): 6.63
Spin multiplicity: 1